Molecular formula: C4H6O2Pr
Method: DFT, ωB97M-V with the def2-TZVPD basis set

```
! RIJCOSX wB97M-V def2-TZVPD def2/J DEFGRID3
* xyz 2 4
H 0.566 -0.413 -1.349
O 2.342 -1.346 0.021
C 1.085 -1.032 -0.059
C 0.762 0.340 -0.263
C -0.560 1.104 -0.173
C -1.806 0.286 -0.351
O -2.029 -0.744 0.471
Pr -0.722 -1.693 1.774
H 2.551 -1.805 0.846
H 1.607 0.979 0.034
H -0.541 1.893 -0.939
H -0.567 1.667 0.784
H -2.688 0.766 -0.796
*
```

The largest force on an atom is 0.140 Eh/bohr. The value obtained for the HOMO-LUMO gap (spin up / spin down) is 5.476 / 7.753 eV. As for the energy above the lowest of the compared OMol25 structures with the same formula, charge and spin: 53.08 kcal/mol. For the highest occupied orbital energy (spin up / spin down), the calculation gives -15.511 / -17.307 eV.